The following is a quantum chemistry calculation of a structure of composition C33H20BrF5N3ORuS2, from the Open Molecules 2025 dataset.

Each line ends with the Mulliken spin population.
Cartesian coordinates (Å):
Ru1 0.1766 -0.3757 -0.0039  0.27
S1 2.0088 2.3380 3.1197  0.00
C1 0.3164 2.5952 3.1191  0.01
C2 -0.3249 1.8605 2.1689  -0.02
C3 0.5676 1.0421 1.4135  0.05
C4 1.8570 1.2168 1.8201  0.02
C5 2.9156 0.4577 1.2060  -0.02
C6 4.2498 0.4902 1.6035  0.00
C7 5.1623 -0.3174 0.9601  0.00
C8 4.7245 -1.1411 -0.0657  0.00
C9 3.3873 -1.1201 -0.4108  0.00
N1 2.4915 -0.3379 0.1983  0.01
H1 -0.1184 3.2814 3.8291  0.00
H2 -1.3948 1.8846 2.0345  0.00
H3 4.5495 1.1392 2.4153  0.00
H4 6.2035 -0.3085 1.2556  0.00
H5 5.4011 -1.7970 -0.5939  0.00
H6 3.0079 -1.7400 -1.2075  0.00
O1 1.9322 -5.0353 2.1537  0.00
C10 1.2566 -3.8729 2.3625  0.00
C11 0.7539 -3.5141 3.6044  0.01
C12 0.0568 -2.3225 3.6795  0.00
N2 -0.1261 -1.5021 2.6493  0.01
C13 0.4024 -1.8223 1.4536  -0.04
Br1 0.6844 -2.0226 -1.8880  0.00
C14 1.0823 -3.0249 1.2800  0.00
H7 1.9725 -5.5333 2.9756  0.00
H8 0.8932 -4.1416 4.4770  0.00
H9 -0.3744 -2.0046 4.6241  0.00
H10 1.4814 -3.3197 0.3212  0.00
F1 -2.4248 6.3963 -1.8239  0.01
C15 -1.7633 5.2513 -1.7606  0.10
C16 -2.3009 4.1749 -1.0761  -0.03
F2 -3.4852 4.2936 -0.4811  0.00
C17 -1.6083 2.9823 -1.0200  0.08
F3 -2.1847 1.9885 -0.3714  0.01
C18 -0.3618 2.8105 -1.6293  -0.06
S2 0.5589 1.3428 -1.6515  0.59
C19 0.1490 3.9279 -2.3098  0.07
F4 1.3295 3.8545 -2.9114  0.01
C20 -0.5315 5.1248 -2.3832  -0.02
F5 -0.0167 6.1596 -3.0425  0.00
N3 -1.5247 -0.8482 -0.1407  -0.10
C21 -2.7519 -1.1603 -0.0825  0.01
C22 -3.6168 -0.3655 0.8404  0.01
C23 -4.7570 0.2594 0.3418  0.00
C24 -5.5268 1.0511 1.1777  0.00
C25 -5.1655 1.2104 2.5100  0.00
C26 -4.0304 0.5834 3.0024  0.00
C27 -3.2421 -0.1973 2.1665  0.01
C28 -3.3674 -2.2411 -0.8949  0.00
C29 -4.5719 -2.8102 -0.4848  0.01
C30 -5.1577 -3.8157 -1.2385  -0.01
C31 -4.5499 -4.2536 -2.4052  0.01
C32 -3.3481 -3.6912 -2.8148  -0.01
C33 -2.7538 -2.6921 -2.0631  0.01
H11 -5.0287 0.1367 -0.6995  0.00
H12 -6.4078 1.5459 0.7901  0.00
H13 -5.7659 1.8329 3.1613  0.00
H14 -3.7428 0.7138 4.0382  0.00
H15 -2.3301 -0.6608 2.5288  0.00
H16 -5.0431 -2.4747 0.4294  0.00
H17 -6.0902 -4.2572 -0.9116  0.00
H18 -5.0139 -5.0323 -2.9971  0.00
H19 -2.8706 -4.0312 -3.7246  0.00
H20 -1.8194 -2.2533 -2.3764  0.00

Results
* orbital gap (alpha / beta): 0.254 / 0.193 Ha
* energy relative to the best compared isomer or geometry (same formula, charge and spin): 144.96 kJ/mol
* spin multiplicity: 2
* total energy: -148944.3028 eV